# 1
The following is a DFT calculation (the ωB97M-V functional and the def2-TZVPD basis) of C19H38AlP as an isolated structure.

```
59
Properties=species:S:1:pos:R:3:nbo_charge:R:1
C 1.63554 2.41228 -1.05201 -0.566
H 2.50424 2.97304 -0.68193 0.242
H 1.91460 1.97680 -2.02178 0.215
H 1.45932 1.57577 -0.34524 0.128
C 0.42040 3.32101 -1.17823 -0.404
H -0.44641 2.73865 -1.52010 0.184
H 0.15171 3.70732 -0.18546 0.194
C 0.64689 4.50395 -2.12799 -0.608
H -0.26911 5.09321 -2.23404 0.233
H 1.43106 5.16767 -1.74700 0.223
H 0.94573 4.16126 -3.12606 0.214
C -0.93644 -2.17264 -0.09842 -0.183
C -1.53422 -1.16568 -0.92927 -0.063
C -0.51727 -0.63562 -1.80757 -0.159
C 0.73092 -1.29661 -1.48417 -0.146
C 0.46520 -2.24920 -0.42987 -0.162
C 1.40289 -3.27275 0.09349 -0.642
C 1.97060 -1.21838 -2.30220 -0.644
C -0.75885 0.15990 -3.04752 -0.645
C -2.98719 -0.82967 -0.96382 -0.666
C -1.66210 -3.12539 0.78384 -0.644
Al 0.00025 -0.35179 0.17758 1.562
H 2.84300 -1.52544 -1.71746 0.243
H 1.88976 -1.88403 -3.17493 0.268
H 2.14681 -0.20173 -2.66962 0.242
H 2.42843 -3.08271 -0.23550 0.248
H 1.40085 -3.28266 1.18871 0.229
H 1.12151 -4.28216 -0.24141 0.270
H -2.61908 -2.71370 1.11287 0.241
H -1.86876 -4.05518 0.23246 0.271
H -1.06866 -3.39333 1.66475 0.235
H -3.16438 0.10725 -1.50138 0.244
H -3.57997 -1.61863 -1.44862 0.269
H -3.37043 -0.71152 0.05686 0.230
H 0.06174 0.86945 -3.22839 0.243
H -0.83399 -0.49583 -3.93566 0.271
H -1.69137 0.73083 -2.96975 0.245
C 2.21848 -0.89302 3.57166 -0.624
C 0.71761 -0.63052 3.63234 -0.694
P 0.04629 0.48274 2.33467 0.874
C -1.72864 0.61730 2.80105 -0.694
C -2.04957 1.28699 4.13904 -0.616
C 0.73030 2.15964 2.64668 -0.703
C 0.91939 2.62072 4.09594 -0.619
H 2.49770 -1.49400 2.69746 0.214
H 2.51182 -1.46360 4.46257 0.261
H 2.81770 0.02510 3.55706 0.226
H 0.17096 -1.58154 3.52902 0.251
H 0.41888 -0.20874 4.60791 0.274
H -2.21776 1.15101 1.97122 0.247
H -2.13083 -0.41071 2.77870 0.248
H -1.94734 2.37769 4.09613 0.230
H -3.09579 1.06170 4.37553 0.259
H -1.43777 0.91621 4.96979 0.222
H 1.69836 2.18021 2.12040 0.257
H 0.07434 2.85536 2.09803 0.260
H 1.43675 1.88383 4.72599 0.223
H 1.53962 3.52650 4.07013 0.260
H -0.02001 2.89293 4.59159 0.234
```

Total charge   +2
Frontier orbital gap   9.05 eV

---

# 2
The following is a DFT calculation (the ωB97M-V functional and the def2-TZVPD basis) of C34H29N8O2ReTe as an isolated structure.

```
75
Properties=species:S:1:pos:R:3:mulliken_spin:R:1
Re 0.41112 0.58499 -1.39177 1.028
C 2.23264 3.53695 1.36024 -0.008
C 1.63287 2.98794 0.23371 0.019
N 1.39244 1.67744 0.16291 -0.060
C 1.74317 0.89600 1.21768 -0.009
C 2.33699 1.48015 2.32440 -0.015
N 2.57718 2.78549 2.39528 0.021
C 1.42619 -0.55051 1.11094 0.060
C 1.82558 -1.53616 1.97879 0.006
C 1.48016 -2.87334 1.71253 0.000
C 0.78576 -3.16517 0.52612 0.002
C 0.42030 -2.13954 -0.31333 0.040
N 0.70120 -0.86665 0.02146 -0.009
C -0.24453 -2.28001 -1.63152 -0.011
C -0.77319 -3.46876 -2.11066 -0.012
N -1.37909 -3.55166 -3.28862 0.018
C -1.47206 -2.44921 -4.01862 -0.007
C -0.95681 -1.23922 -3.57234 0.011
N -0.34426 -1.15579 -2.38932 -0.040
C 1.86698 -3.94414 2.64198 0.001
C 1.89429 -3.70969 4.01381 -0.001
C 2.25506 -4.75284 4.85591 0.000
N 2.59646 -5.95888 4.41045 0.000
C 2.58071 -6.17658 3.09793 0.001
C 2.21308 -5.20820 2.17355 -0.001
H 2.42850 4.60044 1.42090 0.000
H 1.34000 3.59574 -0.61104 0.001
H 2.62355 0.88595 3.18346 0.000
H 2.43432 -1.30470 2.84129 0.001
H 0.54775 -4.19110 0.28526 0.000
H -0.71775 -4.37952 -1.52718 0.000
H -1.96931 -2.51964 -4.97808 0.000
H -1.03534 -0.33416 -4.15909 0.000
H 1.60658 -2.75447 4.43607 0.000
H 2.27009 -4.61203 5.92984 0.000
H 2.87678 -7.16483 2.76827 0.000
H 2.24718 -5.43907 1.11634 0.000
C 0.44683 3.50351 -4.80097 0.000
C 0.70824 2.45817 -3.77512 0.013
N -0.09802 2.19419 -2.77865 -0.002
O -1.25943 2.90590 -2.65891 0.001
C 1.90797 1.61917 -3.75083 -0.002
C 3.08715 1.67221 -4.65603 -0.006
N 1.76099 0.82731 -2.74886 -0.007
O 2.36758 -0.08440 -2.05074 -0.010
H 0.37609 4.49649 -4.34604 0.000
H -0.48102 3.30130 -5.34479 0.001
H 1.25268 3.53632 -5.52953 0.000
H -1.31088 3.57590 -3.36031 -0.001
H 2.78381 1.48034 -5.68656 0.000
H 3.82256 0.92704 -4.36242 0.000
H 3.55129 2.65930 -4.61798 0.000
Te -2.22686 0.95745 -0.63355 -0.047
C -2.37127 -0.45694 0.92603 0.007
C -1.70576 -0.32333 2.13973 0.001
C -1.87474 -1.29525 3.11435 0.000
C -2.69334 -2.39423 2.87372 -0.002
C -3.35713 -2.51794 1.66227 0.001
C -3.20544 -1.54266 0.68269 0.001
C -2.45027 2.78923 0.37519 0.012
C -1.65429 3.17709 1.44610 0.000
C -1.91973 4.38581 2.07351 0.001
C -2.96132 5.19022 1.62765 -0.001
C -3.74749 4.79065 0.55597 0.002
C -3.49660 3.58183 -0.08091 0.001
H -1.08538 0.53947 2.35034 -0.001
H -1.38590 -1.18422 4.07409 0.000
H -2.83205 -3.14214 3.64329 0.000
H -4.01567 -3.35776 1.48394 0.000
H -3.75584 -1.62817 -0.24706 0.000
H -0.85072 2.55089 1.81177 0.002
H -1.32036 4.69572 2.91985 0.000
H -3.16621 6.12887 2.12493 0.000
H -4.56758 5.41106 0.22000 0.000
H -4.12649 3.26636 -0.90370 0.001
```

Relative energy (zero: lowest compared OMol25 entry of this formula, charge and spin)   0.0 kcal/mol
Total charge   +3
Spin multiplicity   2
Frontier orbital gap (alpha / beta)   6.05 / 5.48 eV

---

# 3
The following is a DFT calculation (the ωB97M-V functional and the def2-TZVPD basis) of C2H4BLi as an isolated structure.

```
8
Properties=species:S:1:pos:R:3:nbo_charge:R:1
B -0.91239 -0.18754 0.39265 -0.452
C 0.32464 -0.22312 -0.57967 -0.210
C 1.29907 -0.23566 -1.30648 -0.347
H -0.45118 0.37350 1.38208 -0.221
H -1.31413 -1.27568 0.72332 0.022
H -1.81527 0.49583 -0.04301 0.008
H 2.09223 -0.28058 -2.00965 0.226
Li 0.77703 1.33325 1.44076 0.975
```

Total charge   0
Frontier orbital gap   7.69 eV

---

# 4
The following is a DFT calculation (the ωB97M-V functional and the def2-TZVPD basis) of C4H8S as an isolated structure.

```
13
Properties=species:S:1:pos:R:3:nbo_charge:R:1
C -2.39176 -0.23001 -0.41007 -0.630
C -1.17362 0.08094 0.70204 -0.566
C 1.82440 0.27169 -0.15874 -0.421
C 3.13212 -0.36860 0.07674 -0.513
H -2.11261 -0.49895 -1.39688 0.214
H -3.29813 -1.15824 -0.06586 0.230
H -2.85859 1.05896 -0.51612 0.217
H -1.30749 -0.49924 1.84222 0.251
H -0.74181 1.38099 0.89251 0.251
H 1.71963 1.81482 -0.73993 0.199
H 3.80997 0.73124 -0.64030 0.280
H 3.12095 -1.83487 0.61933 0.298
S 0.27693 -0.74873 -0.20493 0.189
```

Relative energy (zero: lowest compared OMol25 entry of this formula, charge and spin)   254.3 kcal/mol
Total charge   0
Frontier orbital gap   8.56 eV